This record from the OMol25 dataset describes C42H37P2TeTl as an isolated structure at a distorted geometry. The level of theory is the ωB97M-V functional and the def2-TZVPD basis.

```
83
Properties=species:S:1:pos:R:3:mulliken_charge:R:1
C -0.13897 -2.57327 -2.08901 -0.438
C 0.96796 -1.69777 -2.10939 0.592
C 2.23857 -2.21965 -1.80546 -0.792
C 2.39709 -3.58984 -1.60987 -0.692
C 1.31582 -4.46964 -1.71328 -0.728
C 0.02865 -3.94593 -1.92056 -0.829
P 0.78802 0.08591 -2.35942 0.562
C 2.38296 0.70531 -2.96704 0.365
C 3.28221 1.32195 -2.06356 0.172
C 4.56108 1.68709 -2.48251 -0.667
C 4.93079 1.48121 -3.82157 -0.429
C 4.03548 0.88643 -4.72110 -0.731
C 2.76196 0.49882 -4.30084 -0.282
Tl -0.26206 0.71734 0.15706 1.084
P -0.81041 -0.91031 2.16973 0.444
C 0.59740 -2.03738 2.25250 0.830
C 0.41512 -3.43182 2.26928 -0.522
C 1.52258 -4.26452 2.11604 -0.587
C 2.81728 -3.74702 2.09049 -0.624
C 3.00837 -2.36513 2.11096 -0.744
C 1.91306 -1.50680 2.17760 -0.293
C -0.93976 0.07137 3.68464 0.691
C -1.76338 1.22240 3.67241 -0.666
C -1.74347 2.08532 4.76496 -0.640
C -0.90314 1.83777 5.85805 -0.549
C -0.09308 0.70065 5.87060 -0.655
C -0.12310 -0.19700 4.80046 -0.346
C -2.41367 -1.58898 1.70678 0.515
C -3.01024 -1.19119 0.48078 0.085
C -4.21888 -1.75131 0.07685 -0.691
C -4.85781 -2.70574 0.86845 -0.594
C -4.26910 -3.10787 2.07338 -0.809
C -3.06173 -2.54969 2.50572 -0.157
C -0.50021 0.35970 -3.60864 0.301
C -0.79894 -0.61298 -4.57689 -0.099
C -1.89356 -0.43850 -5.42799 -0.815
C -2.68612 0.71405 -5.32478 -0.530
C -2.37620 1.70650 -4.37927 -0.698
C -1.28239 1.53950 -3.52772 -0.286
H -2.38062 1.43920 2.78455 0.405
H -2.38750 2.96770 4.75576 0.428
H -0.88957 2.52652 6.70471 0.430
H 0.56611 0.50724 6.71562 0.435
H 0.49294 -1.10087 4.80138 0.456
H -0.58656 -3.84641 2.37975 0.379
H 1.37460 -5.33936 2.00712 0.463
H 3.67925 -4.41692 2.06155 0.436
H 4.01926 -1.95727 2.07534 0.436
H 2.06469 -0.41922 2.18602 0.391
H -2.52526 -0.45343 -0.17748 -0.231
H -4.66765 -1.41596 -0.85852 0.474
H -5.82146 -3.11779 0.55244 0.427
H -4.77384 -3.85335 2.69150 0.435
H -2.62491 -2.84327 3.46290 0.517
H -0.18762 -1.51237 -4.65235 0.477
H -2.13587 -1.20732 -6.16749 0.419
H -3.55689 0.83929 -5.97754 0.414
H -2.99822 2.60920 -4.30356 0.424
H -1.03377 2.30773 -2.78226 0.450
H 2.96474 1.53357 -1.03351 0.073
H 5.26699 2.13575 -1.77435 0.416
H 5.92785 1.77933 -4.15662 0.394
H 4.33705 0.70591 -5.75628 0.411
H 2.06678 0.02807 -4.99559 0.385
H 3.10153 -1.55165 -1.73023 0.406
H 3.38878 -3.97559 -1.36992 0.482
H 1.46812 -5.54952 -1.61704 0.446
H -0.86559 -4.57887 -1.94284 0.613
H -1.15320 -2.19415 -2.21978 0.607
H -1.55114 -3.85782 0.24971 0.341
H -1.57272 -3.11621 0.12677 -0.391
Te 1.46227 2.80600 1.31539 0.169
C 0.51001 4.67826 1.43550 0.459
C 0.62942 5.51940 2.57160 -0.548
C -0.03490 6.75702 2.55876 -0.431
C -0.75333 7.18068 1.43698 -0.533
C -0.81933 6.35272 0.30700 -0.504
C -0.21156 5.08986 0.28596 -0.573
H 1.22694 5.17934 3.42486 0.389
H 0.01385 7.39240 3.44066 0.384
H -1.25003 8.15296 1.43936 0.391
H -1.34860 6.69205 -0.57953 0.378
H -0.24921 4.40818 -0.57418 0.425
```

Results
**Orbital gap (alpha / beta)**: 0.1811 / 0.1811 Eh
**E_tot**: -74702.71215 eV
**Molecular weight**: 935.69 g/mol
**ΔE to the lowest compared entry with this formula, charge and spin**: 0.0 kcal/mol
**Highest occupied orbital energy (alpha / beta)**: -12.73 / -12.72 eV
**Net charge**: +2
**Spin multiplicity**: 1